210
Properties=species:S:1:pos:R:3:forces:R:3 method="wB97M-V/def2-TZVPD" mol_weight_g_mol=1569.42 homo_lumo_gap_ev=9.4 fmax_ev_per_a=10.4 e_tot_ev=-160106.1481
O 4.692 3.023 4.080 -0.9 0.0 -1.0
O -1.365 -8.220 0.644 0.3 0.3 0.1
O -5.099 -4.051 1.098 -4.6 0.8 -1.1
C -0.424 -1.761 -1.200 -0.3 1.3 -1.1
O -6.925 2.835 -2.871 -1.3 2.2 1.8
C 3.525 -7.629 0.428 0.2 -1.9 -1.2
O -6.224 4.633 -1.389 -4.7 -3.9 -3.5
H 6.898 -0.833 -1.078 0.4 0.2 -0.8
O 2.572 8.051 0.586 -0.4 -0.7 -0.8
H -2.937 1.723 -4.539 -0.4 0.5 -0.2
H -9.018 6.172 -1.865 0.7 -0.3 -0.6
C -2.589 -8.419 0.191 -2.3 -4.2 3.4
H 0.560 0.551 2.624 -0.2 -0.1 -0.1
H -2.867 3.913 -3.218 -0.2 -0.5 0.2
H -5.653 1.665 -3.906 -0.2 -0.1 0.1
C -1.847 -6.851 -1.107 0.9 2.9 0.2
O 0.703 -1.710 -0.358 1.9 -0.2 1.1
H 6.968 -0.262 6.608 -0.4 -0.3 -0.1
H -1.697 4.657 -2.235 0.4 -0.2 0.1
H -0.749 4.952 5.143 0.3 0.1 -0.4
H -2.300 -5.864 -1.200 0.3 0.2 -0.4
C 5.345 3.415 5.268 1.5 0.0 0.7
C 7.382 -1.258 6.764 1.1 0.4 0.0
H 3.499 9.808 -0.200 -0.4 -0.3 -0.3
O -2.023 -0.704 -4.987 0.6 -1.7 0.4
H 3.606 -8.437 -0.298 0.3 -0.2 0.1
O -2.737 1.706 -0.003 0.9 0.2 0.2
H 4.285 -3.915 -5.176 0.5 0.0 0.2
H -5.126 1.968 -2.214 -0.6 -0.3 0.2
C 5.063 1.488 0.903 0.0 0.9 -2.3
H -3.959 0.233 2.849 -0.5 0.6 -0.1
C 3.565 9.070 0.599 0.5 0.2 0.1
C -1.061 -6.922 0.180 3.2 0.0 -0.1
H 2.927 3.520 -0.346 0.0 0.3 -0.2
H 5.811 -2.132 -1.220 -0.7 0.3 0.3
C -4.425 4.826 5.872 -0.4 0.5 -0.6
O -1.380 -2.698 -4.264 -0.3 0.0 -1.0
H -5.049 5.359 3.846 -0.5 -0.4 0.1
O 1.452 -5.109 -0.546 3.6 -1.5 0.4
H 8.458 -1.155 6.628 0.1 0.0 0.0
H -2.388 0.965 2.591 -0.2 0.7 -0.3
H 7.481 -2.697 1.617 0.4 -0.3 0.3
H 4.793 4.118 5.890 -0.6 0.2 -0.9
H 0.003 -6.952 -0.054 -0.2 0.4 0.1
C -2.942 5.213 2.570 -3.0 -0.6 -1.8
H -7.213 -2.942 -4.225 -0.5 0.2 -0.1
H -0.901 0.409 -1.103 -0.2 -0.1 -0.2
C 6.602 -3.341 1.580 0.5 1.7 0.3
H 6.152 1.970 -0.934 0.4 -0.5 0.2
O -0.729 2.350 3.648 2.3 0.5 1.5
H -3.471 4.653 6.371 -0.1 -0.2 -0.1
C -3.919 -4.509 1.148 1.8 -1.2 1.8
H -5.703 -3.660 -0.949 -0.1 -0.7 0.4
O -2.029 2.644 -1.715 4.7 0.5 -5.9
H 3.067 0.715 -7.212 0.2 -0.3 -0.1
C 1.572 0.920 2.791 -1.9 -1.4 -0.7
O -1.593 -2.400 -6.564 -0.3 1.6 3.7
H 1.559 3.869 0.718 0.0 0.1 0.1
C 5.920 2.438 0.023 -0.2 -1.0 0.0
H -0.743 -4.600 -3.577 0.0 0.7 0.4
C -3.839 1.221 0.787 1.3 -0.8 1.3
H 6.819 2.600 0.618 0.2 0.4 -0.4
H 6.905 -4.387 1.621 -0.2 0.1 0.5
C 0.380 2.510 4.196 -2.8 0.1 -1.5
O 7.066 -0.845 4.181 -0.7 -0.6 -0.4
H -3.743 -2.648 -1.397 0.9 -0.3 0.2
H -5.952 -2.422 0.291 0.2 0.1 -0.4
H 1.259 3.029 -0.766 0.3 -0.4 -0.1
H 4.080 1.300 0.469 0.3 -0.4 -0.5
O -3.712 3.699 -0.644 3.6 -3.1 -1.1
C -10.481 4.910 -1.009 -0.3 -0.9 -1.1
C -5.510 -1.895 -4.973 -0.7 -0.4 -3.4
H -4.615 3.633 4.115 0.2 0.0 -0.5
C -2.179 1.725 -5.322 -0.8 -1.4 0.8
H -1.324 3.556 5.854 0.2 -0.4 0.7
H -0.232 -2.545 -1.933 0.0 0.2 -0.4
H 4.721 -3.451 2.553 -0.2 0.2 0.5
H -0.054 -4.060 -5.086 -0.5 -0.4 -0.5
H 6.318 3.833 5.008 0.0 0.1 0.1
O 6.601 -1.660 -2.985 -0.1 0.7 -1.6
O -2.863 -7.720 -0.873 -2.4 -1.0 -1.1
H 5.280 -1.764 2.525 0.1 0.0 -0.9
H 2.120 -0.839 3.962 -0.1 0.0 -0.1
O 4.709 -2.762 -3.473 1.1 0.4 0.5
C -1.670 -1.971 -5.386 0.3 -0.4 -2.1
O 6.913 -2.227 5.837 -0.4 -2.3 4.3
C -4.365 4.670 4.340 -1.0 0.2 0.8
H -5.115 -2.822 -5.389 -0.2 -0.2 0.2
H -4.517 2.029 1.063 0.1 0.0 -0.1
O -3.557 -5.354 1.918 0.5 -0.1 -0.5
C -2.830 2.790 -0.808 -8.3 2.5 5.8
H -1.366 0.320 -6.642 0.0 -0.3 -0.1
C 3.119 -4.534 -3.434 0.1 1.3 0.8
C -9.008 5.232 -1.313 -1.2 0.5 2.6
H 3.455 0.156 3.366 0.2 0.0 0.2
H -4.930 3.173 -3.360 -0.3 0.4 -0.3
H 4.565 8.641 0.543 0.0 -0.1 0.2
O 3.437 7.018 -1.311 -1.2 0.7 2.1
H -2.416 2.348 -6.185 0.2 0.7 0.6
C 2.472 -0.245 3.119 0.8 0.5 0.5
O 1.203 1.139 -5.099 -2.8 1.0 0.8
H 3.444 -8.078 1.418 0.5 0.3 0.1
H 0.649 0.025 -6.759 0.3 0.5 0.0
H 2.181 -4.868 -3.878 0.4 -0.5 -0.2
H -2.837 -0.522 1.903 0.2 -0.1 -0.8
C -6.906 -1.924 -4.467 -0.9 -0.3 -0.4
C 1.521 -4.444 3.057 0.1 -0.7 0.8
O -1.302 -1.086 4.433 0.9 -2.6 0.0
H 2.394 -3.923 3.448 -0.2 0.2 0.3
C 4.564 -6.527 0.179 -0.6 -0.5 0.5
C -7.113 3.920 -2.003 2.4 2.4 1.7
H 1.992 5.145 -2.007 0.1 0.3 0.2
C -3.852 -2.749 -0.317 -1.0 0.1 0.4
O 1.472 1.844 3.868 1.4 1.0 1.0
O 4.656 2.165 2.046 -0.6 1.2 2.7
O -6.824 -1.167 -3.251 -1.9 -0.5 -0.3
H -3.079 0.141 -6.547 -0.3 0.2 0.2
C -5.584 -1.062 -2.901 2.3 3.2 2.9
H 2.650 -0.867 2.242 -0.4 0.0 -0.1
C -1.920 3.706 -2.719 -0.5 0.4 0.4
C 3.818 -3.502 -4.282 -0.6 -0.1 -1.4
H -0.871 4.851 0.748 0.3 -0.1 0.3
O 6.130 -2.134 -5.176 -0.7 -0.2 2.8
H -1.043 0.371 5.754 -0.2 0.2 0.6
H 6.283 -3.139 0.557 -0.7 -0.2 0.1
C 1.638 -0.840 -0.824 1.0 1.5 0.2
O -8.483 4.100 -1.935 2.5 -1.0 -1.4
O 6.566 1.978 3.309 -2.4 1.3 -0.8
C -0.981 -4.099 -4.515 -0.1 0.8 0.5
H 0.001 4.611 6.661 -0.2 -0.6 0.2
C -0.393 -0.291 -1.767 -0.5 -1.8 0.0
H 5.582 0.535 1.010 0.1 0.1 0.7
C -1.165 5.827 1.135 0.0 0.1 -1.4
H 3.815 -5.278 -3.047 -0.4 -0.3 -0.3
O 2.455 2.262 -3.564 -0.5 -2.7 -3.1
H -1.359 -2.023 -0.704 0.4 0.2 0.5
O -5.209 -0.471 -1.853 -0.7 -2.9 -3.8
O -3.107 5.034 3.868 1.3 -0.1 1.0
H 5.290 -0.467 -1.700 -0.1 -0.2 -0.6
O -3.331 -9.205 0.762 0.7 1.2 -1.6
C 0.273 -4.416 4.003 1.4 1.0 -0.7
H 1.872 1.309 1.817 0.3 1.0 0.4
O -3.152 -3.825 0.328 2.7 0.7 -2.1
C -1.897 -0.215 5.414 1.4 -0.7 1.2
H -7.502 -1.383 -5.201 -0.7 -0.4 0.5
H 5.546 2.620 5.986 -0.1 -0.7 -0.5
C 6.674 -1.901 4.658 0.5 3.0 -4.8
H -1.257 1.914 -4.771 0.2 0.1 -0.8
C 5.593 -2.802 2.638 0.1 0.0 -0.6
C 1.877 3.810 -0.323 -0.4 -0.2 0.6
H 3.063 -2.818 -4.670 -0.1 0.3 0.0
C 2.610 7.113 -0.396 1.9 0.1 -2.0
C -0.766 -2.334 4.965 -1.8 -0.2 0.0
H 2.800 -3.940 -2.577 -0.1 -0.3 0.4
H -10.976 5.421 -0.183 0.3 0.4 -0.3
O -1.753 5.690 2.405 1.8 0.8 0.2
O 2.821 -0.705 -0.457 -4.2 -0.8 -1.3
O 0.631 3.407 5.188 1.6 -1.9 -1.3
C 2.335 1.469 -4.520 0.8 3.6 3.2
H -10.689 3.850 -0.863 0.7 -0.2 0.5
H 0.399 4.955 -1.269 0.0 0.5 0.1
C 1.376 0.071 -5.948 0.3 -2.0 -0.9
H -4.268 0.508 0.083 -0.7 -0.1 0.6
H -8.494 5.406 -0.367 0.3 0.1 -0.1
O 3.756 -5.498 -0.445 -0.4 0.0 1.0
O -0.921 -2.734 6.112 0.7 1.1 -2.4
H -1.798 6.239 0.349 -0.7 0.1 0.4
C -2.199 0.353 -5.940 1.0 -0.8 -1.2
C -3.223 0.481 2.084 -0.5 -0.1 -0.9
C 1.464 5.053 -1.057 0.4 0.8 -0.1
H 1.451 -4.141 2.012 -0.9 0.3 0.1
H -1.189 3.420 -3.476 0.1 -0.1 0.6
C -5.269 -3.193 -0.065 -0.7 0.7 1.3
O -3.802 5.009 1.716 1.5 0.4 1.5
H 1.813 -5.493 3.004 0.1 -0.3 0.1
H -5.198 4.150 6.240 0.2 -0.1 0.2
O 1.588 6.306 -0.248 -0.8 -1.2 0.1
H 5.459 3.359 -0.334 -0.3 0.2 0.8
H -3.652 -1.798 0.176 0.3 -0.1 0.0
H 7.210 -1.645 7.769 -0.3 0.0 -0.3
H -11.002 5.027 -1.959 -0.5 0.6 0.1
C 2.850 0.156 -6.302 -0.2 0.0 0.1
H 3.313 -0.827 -6.214 0.2 0.2 -0.6
C 5.824 -2.177 -3.985 0.2 0.3 -0.9
H -1.840 -4.661 -4.883 0.4 0.2 -0.8
H -5.401 -1.140 -5.751 -0.1 0.0 -0.4
H 3.405 9.607 1.534 0.1 -0.2 0.0
H 4.936 -6.367 1.190 0.2 1.5 -0.2
C 6.094 -1.203 -1.714 -0.2 -1.7 0.7
H -1.266 -7.100 -1.995 0.0 -0.2 0.0
H -4.771 5.824 6.140 0.2 0.1 0.0
C 2.446 -5.817 -0.287 -3.3 2.7 -1.1
H -1.189 -6.234 1.015 -0.7 0.4 -0.5
O -0.241 -3.040 3.914 -0.8 0.9 0.7
H -0.392 -5.212 3.668 -0.8 0.7 -0.2
C -0.402 4.131 5.770 -1.5 1.2 -0.5
O 3.312 0.920 -5.195 2.3 -0.2 0.3
H 5.408 -6.716 -0.484 -0.3 -0.4 0.0
H -0.730 -0.279 -2.804 -0.2 0.3 0.2
C 5.414 2.396 3.124 2.5 -1.8 1.1
O 2.273 -7.042 0.160 0.0 0.1 0.4
H -0.326 6.520 1.191 0.0 -0.4 0.5
O -4.805 -1.489 -3.933 3.4 1.1 4.8
O 6.002 -2.849 4.002 0.1 -1.8 1.0
H 0.522 -4.670 5.033 0.2 0.3 0.0
H 1.259 -0.867 -5.407 -0.3 -0.1 0.4
O 0.987 -0.011 -1.761 2.3 -0.8 1.1
H -2.262 -0.880 6.197 -0.1 0.5 0.3
C -5.630 2.384 -3.087 2.0 0.2 0.0
H -2.655 0.514 5.128 0.0 -0.7 -1.1